[1]
38
Properties=species:S:1:pos:R:3:forces:R:3:nbo_charge:R:1 method="wB97M-V/def2-TZVPD" gap_ev=5.38 multiplicity=1 charge=+1 e_lumo_ev=-5.541 relative_energy_ev=3.5844 molar_mass_g_mol=224.324 e_tot_ev=-19413.506 e_homo_ha=-0.4012
C 1.0373 -0.0455 1.1534 0.304 0.003 -0.167 -0.0446
C 0.4268 1.2049 1.1473 0.278 0.245 0.017 -0.1345
C -0.9290 1.5113 1.1489 -0.069 0.355 0.038 -0.1119
C -2.0142 0.6442 1.1457 -0.333 0.160 0.020 -0.1121
C -2.0088 -0.7450 1.1372 -0.364 -0.167 0.010 -0.1176
C -0.9202 -1.6076 1.1384 -0.040 -0.390 0.026 -0.1031
C 0.4354 -1.2994 1.1496 0.226 -0.239 0.004 -0.1410
H 2.1338 -0.0439 1.1225 -0.427 0.006 0.119 0.2396
H 1.1062 2.0646 1.1356 -0.246 -0.325 0.027 0.2525
H -1.1759 2.5787 1.1519 0.108 -0.394 -0.010 0.2529
H -3.0031 1.1176 1.1489 0.393 -0.189 -0.011 0.2530
H -2.9946 -1.2244 1.1297 0.383 0.185 0.001 0.2529
H -1.1616 -2.6763 1.1293 0.085 0.400 0.002 0.2514
H 1.1170 -2.1580 1.1439 -0.246 0.349 0.018 0.2531
C 6.9335 0.7517 2.3227 0.040 -0.037 0.136 -0.2538
O 6.0400 0.1970 3.2937 -0.169 0.098 -0.924 -0.5285
C 4.8869 -0.3716 2.7005 0.351 -0.467 0.461 -0.0558
C 3.9610 -0.9111 3.7829 0.322 0.309 -0.322 -0.2164
N 3.4707 0.1285 4.6317 0.304 0.480 0.002 -0.6247
C 2.6323 -0.3254 5.7027 -0.169 0.567 0.190 -0.2237
C 2.2214 0.8550 6.5670 0.144 -0.503 -0.018 -0.0682
O 1.5393 1.7849 5.7422 -0.291 0.247 0.623 -0.5625
C 1.0738 2.9096 6.4880 0.080 0.143 -0.027 -0.2512
H 7.7588 1.1989 2.8907 -0.249 -0.119 -0.243 0.2073
H 7.3437 -0.0039 1.6239 -0.223 0.089 0.401 0.1705
H 6.4494 1.5309 1.7048 0.026 -0.180 0.326 0.1627
H 4.3295 0.3774 2.1026 0.278 -0.071 -0.053 0.1331
H 5.1699 -1.2398 2.0680 -0.088 0.502 -0.070 0.1723
H 3.1382 -1.4212 3.2480 0.011 -0.396 0.057 0.1263
H 4.5121 -1.6338 4.4027 -0.223 0.026 -0.259 0.2109
H 3.0797 0.9251 4.1332 0.021 -0.290 0.168 0.3625
H 1.7164 -0.8251 5.3375 0.083 -0.195 0.153 0.1486
H 3.2192 -1.0017 6.3344 -0.248 -0.139 -0.121 0.2048
H 1.5644 0.4599 7.3660 0.190 0.430 -0.114 0.1725
H 3.1346 1.3101 6.9940 -0.397 -0.044 -0.005 0.1822
H 0.5482 3.5553 5.7760 0.131 -0.079 0.236 0.1877
H 0.3818 2.6395 7.3093 0.216 -0.161 -0.416 0.1742
H 1.9096 3.4698 6.9469 -0.194 -0.209 -0.273 0.1786

=====

[2]
64
Properties=species:S:1:pos:R:3:forces:R:3:nbo_charge:R:1 method="wB97M-V/def2-TZVPD" gap_ev="8.83 / 5.83" multiplicity=5 s_squared=6.03 charge=+2 e_lumo_ev="-4.974 / -8.873" relative_energy_ev=0.0000 molar_mass_g_mol=783.476 e_tot_ev=-92552.437 e_homo_ha="-0.5073 / -0.5404"
Pd 0.1797 0.3638 0.3863 -0.122 0.012 -0.278 0.7760
Cl 2.4028 1.8015 0.9444 -0.020 0.012 -0.034 0.0356
C 1.4602 3.2898 0.6641 0.081 0.033 0.028 -0.3801
Cl -0.0791 2.8937 -0.1364 -0.024 -0.004 0.048 0.0571
H 2.0348 3.9404 0.0155 -0.013 0.001 -0.012 0.2586
H 1.2405 3.7401 1.6253 -0.012 0.004 -0.005 0.2524
O -1.8079 -0.4464 -0.0080 -0.038 0.237 0.052 -0.9684
S -1.4629 -1.8715 0.2606 -0.076 -0.202 0.050 2.3812
O -2.4554 -2.5831 1.0056 0.007 0.005 -0.025 -0.9216
O -0.1086 -1.8449 0.8959 0.101 0.065 0.207 -0.9871
C -1.2042 -2.6161 -1.3083 -0.033 0.012 0.003 -0.2547
C -1.9625 -3.7072 -1.6868 0.001 0.019 0.036 -0.1753
C -1.7328 -4.2874 -2.9288 -0.012 -0.015 -0.009 -0.1590
C -0.7565 -3.7770 -3.7674 0.012 0.002 -0.018 -0.1658
C 0.0031 -2.6795 -3.3781 -0.031 -0.017 0.021 -0.1630
C -0.2176 -2.0831 -2.1421 0.062 0.001 -0.048 -0.4118
P 0.8385 -0.6767 -1.7021 0.156 0.023 -0.171 1.1867
C 0.5736 0.6266 -2.8848 0.007 0.018 -0.042 -0.4630
C 1.5251 1.6467 -3.0184 0.019 -0.010 -0.005 -0.1888
C 1.2661 2.7233 -3.8467 0.014 -0.018 0.010 -0.2043
C 0.0536 2.8038 -4.5239 -0.016 -0.007 -0.001 -0.1461
C -0.9034 1.8085 -4.3726 0.007 0.011 -0.010 -0.2126
C -0.6508 0.7211 -3.5527 -0.010 -0.010 0.001 -0.1128
C 2.5448 -1.2121 -1.6701 -0.016 -0.021 -0.054 -0.4267
C 3.0083 -1.8562 -0.5196 0.010 0.027 -0.009 -0.1914
C 4.3066 -2.3349 -0.4801 0.002 -0.006 0.016 -0.1839
C 5.1399 -2.1746 -1.5801 -0.002 -0.007 0.003 -0.1715
C 4.6768 -1.5452 -2.7276 -0.020 0.003 -0.015 -0.1364
C 3.3788 -1.0626 -2.7808 0.011 -0.006 0.016 -0.2069
H -2.7155 -4.0957 -1.0150 -0.003 -0.002 -0.001 0.2601
H -2.3184 -5.1429 -3.2357 -0.001 -0.001 0.001 0.2483
H -0.5774 -4.2330 -4.7314 0.001 -0.003 -0.001 0.2465
H 0.7673 -2.2945 -4.0425 0.003 0.003 0.000 0.2344
H 2.4666 1.5897 -2.4846 0.016 -0.016 -0.007 0.2281
H 2.0096 3.4990 -3.9730 0.001 -0.002 0.001 0.2380
H -0.1445 3.6459 -5.1733 -0.001 0.001 0.000 0.2415
H -1.8447 1.8764 -4.9004 -0.002 -0.003 0.001 0.2424
H -1.3981 -0.0542 -3.4382 -0.003 0.006 -0.003 0.2248
H 2.3487 -1.9983 0.3281 -0.002 -0.009 0.012 0.2306
H 4.6687 -2.8384 0.4059 0.001 -0.001 -0.001 0.2367
H 6.1538 -2.5500 -1.5461 0.001 0.001 0.003 0.2407
H 5.3251 -1.4356 -3.5864 0.000 0.001 0.000 0.2323
H 3.0187 -0.5857 -3.6830 -0.003 0.026 0.001 0.2304
Te -0.0714 0.0096 3.3375 -0.122 -0.107 0.311 0.9849
C -0.6885 1.9688 3.5309 0.084 0.017 -0.067 -0.3947
C -1.9446 2.4019 3.0916 0.018 0.001 -0.015 -0.2173
C -2.2824 3.7359 3.2401 0.019 -0.003 -0.011 -0.1861
C -1.3854 4.6263 3.8216 -0.002 0.001 0.004 -0.1581
C -0.1338 4.1938 4.2544 -0.030 0.025 0.007 -0.1564
C 0.2263 2.8677 4.1021 0.016 -0.018 0.029 -0.2547
H -2.6361 1.7019 2.6461 -0.048 -0.037 -0.003 0.2574
H -3.2504 4.0837 2.9063 -0.009 -0.003 0.008 0.2443
H -1.6657 5.6638 3.9459 0.004 0.003 0.001 0.2440
H 0.5497 4.8882 4.7244 0.007 0.002 -0.014 0.2374
H 1.1972 2.5290 4.4458 -0.010 0.001 0.005 0.2348
C -2.8134 -2.2137 5.0342 -0.009 0.000 0.015 -0.6442
C -3.2684 -0.8916 4.4632 -0.033 -0.031 -0.077 -0.0746
O -2.6468 -0.6013 3.1844 0.107 -0.012 0.001 -0.7508
H -3.3308 -2.4090 5.9733 0.002 0.000 0.002 0.2472
H -1.7404 -2.2198 5.2371 0.003 0.009 -0.008 0.2032
H -3.0425 -3.0329 4.3512 -0.001 -0.006 -0.002 0.2250
H -3.0083 -0.0531 5.1101 0.001 -0.009 -0.007 0.1857
H -4.3488 -0.8741 4.3119 0.005 0.000 0.011 0.2037
H -2.7669 -1.3586 2.5814 -0.053 0.006 0.049 0.5184

=====

[3]
20
Properties=species:S:1:pos:R:3:forces:R:3:nbo_charge:R:1 method="wB97M-V/def2-TZVPD" gap_ev="8.11 / 8.12" multiplicity=1 charge=+1 e_lumo_ev="-4.765 / -4.765" relative_energy_ev=7.3799 molar_mass_g_mol=144.154 e_tot_ev=-13898.778 e_homo_ha="-0.4733 / -0.4733"
C 0.9436 1.6126 0.4040 2.697 -6.832 -1.924 -0.2118
C 1.8329 0.3916 0.1824 -5.575 3.882 1.131 0.3458
C -0.2942 -0.4288 0.4386 -1.252 -2.210 2.473 -0.0318
C 1.3883 -2.1069 0.1262 0.055 -1.342 -1.040 -0.4581
C -1.2950 1.4569 -0.6031 -2.788 0.882 1.159 -0.4309
N 1.0812 -0.7123 0.1345 -0.564 -0.196 -0.379 -0.3783
N 3.2607 0.4239 -0.0321 -3.047 0.373 0.292 0.5249
N -0.4443 1.0352 0.5049 -0.462 2.316 2.901 -0.3838
O 3.6245 1.5278 -0.1627 2.283 2.970 -0.371 -0.2899
O 3.8233 -0.6008 -0.0852 2.051 -2.583 -0.070 -0.3182
H 1.2004 2.4405 0.9357 0.565 2.296 1.044 0.2425
H -1.0340 -0.6711 -0.2960 0.217 -0.941 -0.878 0.2250
H -0.6436 -1.1026 1.3598 0.849 1.948 -1.318 0.2441
H 2.3302 -2.3252 -0.2460 1.848 0.324 -1.453 0.2678
H 1.5789 -2.5355 1.0637 -0.739 -0.237 2.089 0.2293
H 0.7446 -2.7838 -0.4598 -0.394 0.906 0.277 0.2377
H -1.0490 1.0020 -1.4696 1.315 -1.477 -2.704 0.2258
H -2.3987 1.3586 -0.5232 0.596 -0.988 0.953 0.2462
H -1.2858 2.4772 -0.7351 0.958 2.479 -0.216 0.2450
H -0.9333 1.4568 1.4128 1.385 -1.569 -1.966 0.4688

=====

[4]
159
Properties=species:S:1:pos:R:3:forces:R:3:lowdin_charge:R:1 method="wB97M-V/def2-TZVPD" gap_ev=8.73 multiplicity=1 charge=0 e_lumo_ev=0.410 relative_energy_ev=0.2883 molar_mass_g_mol=941.233 e_tot_ev=-88182.607 e_homo_ha=-0.3056
C 0.5196 -5.3680 -2.6568 0.503 -1.526 -0.156 -0.0663
C -0.6304 -4.7191 -1.9279 1.737 -0.234 -0.626 -0.4218
C -1.8085 -4.5928 -2.9149 2.507 2.701 1.195 -0.2575
O -2.1257 -5.7764 -3.4374 0.100 -2.765 -0.604 -0.1662
C -3.4037 -5.8689 -3.9829 -0.320 -1.102 1.039 -0.0828
N -0.9050 -5.4944 -0.7456 -1.475 -1.564 0.041 0.0360
H 0.7391 -4.8393 -3.5593 0.086 0.181 -0.802 0.0764
H 0.3064 -6.4290 -2.8658 -0.308 0.366 -0.408 0.0893
H 1.4729 -5.4713 -2.1425 -0.015 0.618 0.556 0.0541
H -0.1903 -3.7627 -1.5918 -1.090 0.071 -0.246 0.1259
H -1.4058 -3.8950 -3.6616 -0.501 0.243 -0.315 0.1379
H -2.5979 -4.1366 -2.3738 -1.256 0.648 0.457 0.1078
H -3.4760 -6.8785 -4.4150 -0.189 0.491 0.027 0.1005
H -3.5551 -5.1077 -4.7000 -0.285 0.806 -1.131 0.0733
H -4.1577 -5.7397 -3.1854 0.037 -0.121 -0.255 0.0985
H -1.2298 -6.4526 -1.0445 0.858 1.009 0.213 0.1156
H -1.7923 -5.1088 -0.4624 -0.315 0.369 1.040 0.0483
C -1.3306 1.4568 0.4724 1.801 0.825 -0.417 -0.0186
C 0.1152 1.8709 0.0639 -0.901 -0.411 -0.715 -0.3838
C 0.9753 0.6821 -0.3694 -0.038 -1.458 -1.333 -0.1656
O 0.7087 -0.4654 0.4705 0.092 1.922 0.615 -0.2298
C 1.1221 -1.6470 -0.1145 0.643 -0.335 -0.324 -0.1087
N -0.0151 2.8095 -1.0810 -0.547 -0.999 -0.708 0.0288
H -1.6854 1.0170 -0.4252 -0.974 -0.817 -0.644 0.0637
H -1.8726 2.3804 0.6548 -0.233 -0.064 0.265 0.0783
H -1.3377 0.7605 1.2974 -0.211 0.055 0.128 0.0498
H 0.5259 2.4016 0.8973 0.622 0.431 0.437 0.0966
H 2.0918 0.8959 -0.4412 -1.279 -0.129 0.332 0.1169
H 0.6601 0.3441 -1.4396 0.398 0.826 1.529 0.1310
H 2.1976 -1.6549 -0.3535 -0.193 0.002 0.181 0.0773
H 0.5585 -1.8021 -1.0208 -0.220 -0.270 -0.573 0.0786
H 0.9047 -2.4207 0.5970 0.012 -0.648 0.222 0.0685
H 0.8658 2.8497 -1.5731 0.839 0.324 0.189 0.0382
H -0.5313 2.3024 -1.8414 0.016 0.522 1.106 0.0817
C 3.5553 3.1984 1.0940 -0.590 1.027 0.432 -0.0615
C 3.6186 2.5608 2.4610 0.681 -2.361 0.995 -0.4061
C 2.8200 1.2301 2.5232 2.299 -0.807 -1.079 -0.1874
O 2.8742 0.6981 3.8396 -0.164 -0.392 -0.108 -0.1951
C 2.5388 -0.6986 3.9620 -1.287 0.937 -1.180 -0.0562
N 5.0168 2.2160 2.9387 -0.162 1.748 -0.255 0.0352
H 2.5527 3.6779 1.0845 0.612 0.034 -0.437 0.0820
H 3.6741 2.6652 0.1510 0.055 -0.684 0.421 0.0491
H 4.3286 3.9579 1.1315 -0.031 0.504 -0.350 0.0742
H 3.1900 3.2537 3.1737 -0.346 0.297 0.175 0.1252
H 3.4309 0.5055 1.8277 -1.421 1.074 1.035 0.1361
H 1.8201 1.3695 2.1277 -0.280 -0.217 0.139 0.0982
H 3.0103 -1.0672 4.8399 0.555 -0.335 0.671 0.0771
H 2.7964 -1.2910 3.0688 0.311 0.291 0.241 0.0923
H 1.4400 -0.8031 4.0848 0.612 0.143 -0.097 0.0595
H 5.4043 3.0465 3.4487 -0.387 -0.929 -0.846 0.0840
H 4.9292 1.5270 3.6671 -0.211 -0.386 0.187 0.0452
C -5.7204 -0.5670 1.2526 0.301 -1.071 0.125 -0.0557
C -5.7063 -1.3497 -0.0695 -1.027 -0.197 0.315 -0.4506
C -4.4733 -1.0594 -0.9071 -1.563 2.021 0.526 -0.2289
O -4.6734 -1.7372 -2.1232 0.081 0.315 0.074 -0.1912
C -3.9055 -1.2028 -3.1761 -0.347 -1.520 -0.499 -0.1043
N -5.7056 -2.7680 0.1705 -1.182 -0.795 0.799 0.0401
H -6.6512 -0.6467 1.8524 0.342 0.130 -0.790 0.0841
H -5.4489 0.4510 1.0221 -0.047 0.528 0.350 0.0621
H -4.9572 -1.0294 1.8889 0.200 0.352 0.064 0.0617
H -6.6720 -1.1300 -0.5730 0.782 0.130 -0.280 0.1458
H -3.6194 -1.4015 -0.3275 0.415 0.000 -0.358 0.0978
H -4.4557 0.0765 -0.9770 0.448 -1.030 -0.674 0.1371
H -4.0969 -0.1519 -3.2610 0.041 0.798 -0.246 0.0703
H -4.2396 -1.7397 -4.1015 0.408 0.555 0.676 0.1025
H -2.8585 -1.4060 -2.9828 0.439 0.220 -0.244 0.0734
H -4.8023 -3.0160 0.5365 0.258 -0.478 -0.168 0.0290
H -5.9439 -3.3012 -0.6603 0.441 0.180 0.179 0.0749
C -0.7518 0.1506 5.6710 -1.140 -0.756 -0.282 -0.0411
C -0.7292 -1.3853 5.4099 -0.463 -0.343 1.285 -0.4449
C -0.0192 -2.0844 6.5714 0.422 -0.266 -0.686 -0.2128
O -0.0424 -3.4848 6.4705 0.068 -0.660 0.278 -0.1741
C 0.7932 -4.1566 5.5376 0.146 0.183 0.692 -0.0825
N -2.0731 -1.9499 5.1646 -0.406 0.101 0.480 0.0246
H 0.2874 0.4527 5.7672 0.016 0.515 -0.470 0.0629
H -1.2064 0.3841 6.6808 0.160 -0.386 -1.129 0.0923
H -1.3562 0.6611 4.8453 1.140 -0.403 1.182 0.1001
H -0.0825 -1.6978 4.5976 -0.305 0.537 -0.773 0.0837
H -0.4335 -1.8602 7.5274 -0.601 0.283 0.748 0.1199
H 0.9994 -1.7434 6.5766 0.827 0.362 0.092 0.1143
H 0.7625 -3.7128 4.5860 -0.264 0.770 -1.533 0.0424
H 0.3792 -5.1304 5.4688 -0.328 -0.983 -0.171 0.0846
H 1.8668 -4.2873 5.7239 -0.129 0.438 0.846 0.1008
H -2.7142 -1.6562 5.9285 0.599 -0.367 -0.739 0.1016
H -2.0365 -2.9850 5.1679 0.150 0.836 0.264 0.0874
C 4.7808 -0.6637 -1.6302 0.121 -0.923 -1.047 -0.0569
C 5.3272 -0.1928 -0.3286 -0.348 -0.343 0.752 -0.4699
C 5.7332 -1.4391 0.4348 0.505 -0.341 0.442 -0.2568
O 4.6237 -2.1190 0.9702 -0.015 -1.131 0.509 -0.2105
C 5.0885 -3.3979 1.5051 1.097 0.573 -1.371 -0.0643
N 6.4508 0.6788 -0.5618 -0.109 1.317 0.447 0.0479
H 3.9343 -1.3301 -1.4407 0.237 -0.094 -0.303 0.0705
H 5.6194 -1.2201 -2.1235 -0.763 0.059 0.249 0.0982
H 4.4899 0.0723 -2.3639 -0.273 0.616 0.166 0.0615
H 4.5843 0.2937 0.3284 0.257 0.237 -0.638 0.1137
H 6.4185 -1.2032 1.2614 0.079 0.209 -0.057 0.1242
H 6.2838 -2.0905 -0.2711 -0.022 -0.025 0.205 0.1207
H 5.9428 -3.1807 2.2035 -0.602 -0.381 -0.582 0.0940
H 5.4627 -3.9866 0.5885 -0.381 0.502 1.523 0.1079
H 4.3248 -3.9632 2.0364 -0.232 0.360 -0.214 0.0501
H 7.2423 0.1899 -0.9597 0.077 0.017 0.187 0.0791
H 6.6869 1.1698 0.3043 0.305 -0.348 -0.398 0.0800
C -6.1150 7.3796 0.5672 -0.877 0.779 -0.357 -0.0947
C -5.8975 8.2849 -0.6045 3.331 0.086 0.099 -0.2716
O -4.8177 7.8172 -1.5299 -1.509 1.565 0.709 -0.1009
H -6.8647 7.9630 1.1546 0.419 -0.953 0.044 0.0943
H -5.1706 7.3277 1.1135 -0.302 -0.519 0.105 0.0794
H -6.5300 6.4359 0.1991 0.175 -0.114 0.652 0.0825
H -5.4844 9.1905 -0.1705 0.105 0.410 -0.197 0.1038
H -6.7652 8.5877 -1.1085 -1.243 -0.147 -1.139 0.0895
H -4.6816 6.8943 -1.3912 -0.068 -1.188 0.034 0.0450
C 2.1220 -5.5266 1.7788 -0.289 0.864 -1.090 -0.6640
O 2.8110 -5.5689 2.7886 -0.364 -0.271 0.059 -0.0035
N 0.8529 -4.9792 1.7175 0.430 -0.339 0.201 0.1532
N 2.6117 -5.8546 0.5294 2.116 -1.308 0.839 0.1572
H 0.2310 -5.0885 0.8816 0.481 -0.044 0.962 0.0667
H 0.5239 -4.6954 2.6348 -0.292 -0.119 -0.609 0.0747
H 3.4351 -6.4759 0.4058 -1.040 0.960 0.727 0.1266
H 2.0792 -5.7750 -0.2826 -1.256 0.214 -1.035 0.0257
C -1.4967 6.3534 -1.2513 0.372 -1.720 0.760 -0.6685
O -2.0187 5.9816 -2.2970 -0.214 -0.442 -1.212 -0.0184
N -0.5612 5.5882 -0.6086 -0.339 0.269 -1.160 0.1728
N -1.9472 7.4732 -0.6785 1.123 0.616 1.169 0.1687
H -0.1580 5.8201 0.2477 0.338 0.926 1.412 0.0662
H -0.3784 4.6060 -0.8371 -0.328 -0.205 -0.672 0.0424
H -2.8126 7.8000 -1.0605 -0.358 0.707 0.085 0.0679
H -1.5269 7.7859 0.1926 -0.661 0.062 -0.460 0.1136
C -0.0278 0.7724 -4.4792 2.046 -0.539 -0.223 -0.7202
O -0.3423 0.0316 -3.5759 -1.186 -0.307 1.188 0.0281
N -0.8201 1.1314 -5.4869 0.106 0.940 -2.037 0.1703
N 1.2733 1.1956 -4.6050 0.189 0.165 0.487 0.1764
H -0.5188 1.6573 -6.3003 0.383 0.081 0.656 0.1105
H -1.7801 1.0561 -5.4263 -2.046 -0.782 0.353 0.0804
H 1.3978 1.9979 -5.1836 -0.088 0.587 -0.650 0.0500
H 1.6521 1.4126 -3.6905 0.428 -0.426 0.138 0.0529
C 3.5331 3.1455 -2.8276 -1.061 -0.448 -1.034 -0.6467
O 2.7247 2.3282 -2.3562 0.715 0.562 0.515 -0.0457
N 3.0768 4.0361 -3.7675 0.403 1.375 -1.091 0.1561
N 4.8444 3.1473 -2.5482 2.544 0.257 0.560 0.1670
H 3.6693 4.7103 -4.3418 -1.203 -1.590 1.444 0.1402
H 2.0682 3.9890 -3.9827 1.125 0.024 0.088 0.0762
H 5.5555 3.6973 -3.0521 -1.223 -0.262 0.266 0.1174
H 5.3052 2.5669 -1.8248 -1.054 0.011 -0.619 0.0914
C -0.2044 4.4711 -4.8800 2.059 -1.228 -1.914 -0.6410
O 0.3994 3.9013 -5.8427 -1.181 0.425 1.694 -0.0604
N -0.8236 3.8142 -3.8396 0.115 1.004 -1.043 0.1799
N -0.1022 5.8032 -4.7731 -0.840 1.668 1.363 0.1686
H -1.4493 4.4584 -3.3638 -0.229 -0.318 0.659 0.0626
H -1.1845 2.9211 -4.1220 -0.159 -0.193 0.013 0.0715
H 0.4605 6.3599 -5.3932 -0.065 -0.526 -0.233 0.1100
H -0.5881 6.3163 -4.0240 0.280 -0.602 -0.508 0.0967
C -2.2643 -2.7284 1.5660 -2.602 -2.654 0.300 -0.6492
O -2.2754 -2.9802 0.3719 0.893 -0.001 -0.495 -0.0005
N -1.7077 -1.7147 2.1805 0.759 0.926 0.286 0.2225
N -3.0383 -3.6299 2.4004 1.641 0.881 -1.609 0.1381
H -0.9375 -1.2043 1.7928 0.164 0.190 -0.609 0.0793
H -1.8839 -1.6474 3.1521 -0.061 0.191 1.234 0.0383
H -3.4325 -3.3377 3.2728 -0.246 -0.059 0.060 0.0617
H -3.4398 -4.3431 1.7977 -0.314 0.343 0.774 0.0890